1.
# C12H24NaO11

C12H24NaO11 as an isolated structure (ωB97M-V with the def2-TZVPD basis set, OMol25).

Each line ends with the natural charge from an NBO analysis.
CARTESIAN COORDINATES (ANGSTROEM)
Na: -0.07523 0.69244 -0.97733  0.930
C: 1.35301 4.19195 -0.85694  -0.209
O: 0.97979 2.94679 -1.32770  -1.020
H: 1.35202 4.19250 0.23306  0.074
H: 2.35785 4.53196 -1.10754  0.095
H: 0.59491 4.92921 -1.12117  0.100
C: 1.14173 -0.92958 -3.93446  -0.230
O: 0.14833 -0.12906 -3.30149  -1.025
H: 0.85732 -1.90993 -4.31674  0.106
H: 1.65788 -0.30113 -4.66022  0.126
H: 2.02448 -1.11294 -3.32188  0.069
C: 3.85416 -3.15034 -0.70468  -0.638
C: 3.11113 -2.27080 0.33738  0.056
C: 2.54740 -1.01662 -0.21410  -0.108
O: 1.15470 -1.23248 0.00178  -0.480
C: 0.85922 -2.35307 0.46415  0.983
O: -0.23671 -2.61237 0.88423  -0.608
O: 1.99060 -3.03137 0.70152  -0.495
H: 4.81859 -2.79112 -1.06374  0.213
H: 3.34817 -3.09189 -1.66834  0.228
H: 4.04347 -4.18041 -0.40264  0.220
H: 3.78936 -1.94383 1.12555  0.180
H: 2.69605 -0.87399 -1.28445  0.235
H: 2.96854 -0.19916 0.37112  0.202
C: 1.01449 -0.97123 3.46420  -0.256
O: 0.60687 0.25774 3.90895  -0.502
C: -0.03146 1.03153 2.95936  0.987
O: -0.36449 0.69089 1.82251  -0.614
O: -0.26910 2.16470 3.68314  -0.497
C: -1.16414 3.09734 3.17335  -0.261
H: 1.70033 -0.90660 2.61949  0.165
H: 0.12596 -1.48840 3.10203  0.208
H: 1.43303 -1.49734 4.32218  0.189
H: -2.17236 2.73805 2.96719  0.181
H: -0.64686 3.56011 2.33288  0.215
H: -1.28612 3.87474 3.92759  0.185
C: -3.24746 -0.88993 -3.17264  -0.270
O: -3.99108 -0.91838 -1.99614  -0.527
C: -3.68203 -0.11588 -0.88531  1.002
O: -2.73610 0.68060 -0.76050  -0.677
O: -4.56224 -0.30929 -0.04027  -0.476
C: -4.71709 0.59547 1.06173  -0.256
H: -3.76846 -1.18526 -4.08339  0.183
H: -2.33649 -1.43595 -2.92748  0.218
H: -2.93426 0.14398 -3.31767  0.207
H: -3.87403 0.50308 1.74643  0.204
H: -5.69283 0.39024 1.50208  0.192
H: -4.74084 1.63506 0.73493  0.198

Summary:
E_LUMO = 2.2388 eV
E = -39769.93037 eV
Gap between HOMO and LUMO = 5.00 eV
Total charge = -1

2.
# C12H24O5P2

C12H24O5P2 as an isolated structure (ωB97M-V with the def2-TZVPD basis set, OMol25).

Each line ends with the natural charge from an NBO analysis.
CARTESIAN COORDINATES (ANGSTROEM)
O: 3.36627 3.26821 -1.09680  -1.107
O: 0.55577 1.08114 1.52568  -1.064
O: 4.59766 1.14286 -1.58940  -0.967
O: 4.25112 1.93789 0.79796  -0.993
O: 1.80772 2.36400 1.65226  -1.064
C: -3.06995 -0.01140 0.99977  0.030
C: -2.12430 -1.00924 0.92732  -0.207
C: 1.81872 -0.13788 -1.42890  0.050
C: 2.10181 0.97400 -0.65453  -0.978
C: -4.19679 0.22581 0.01690  -0.654
C: -2.93036 0.92893 2.18178  -0.635
C: 1.72094 -3.02221 -0.62535  -0.606
C: -2.01624 -1.99639 -0.19750  -0.451
C: 0.52080 -0.93735 -1.29960  -0.467
C: -0.71962 -2.83103 -0.16442  -0.381
C: 0.59778 -2.03888 -0.25787  -0.214
C: 0.03325 2.81639 -0.51091  -1.052
P: 3.59183 1.88496 -0.63568  2.348
P: 1.14202 1.83245 0.43317  2.235
H: 5.39879 1.68296 -1.46685  0.510
H: 3.52351 2.35016 1.32785  0.532
H: 1.15455 1.66942 2.03305  0.480
H: -1.36524 -1.08665 1.71458  0.209
H: 2.52684 -0.58208 -2.12282  0.223
H: -4.05237 -0.35366 -0.88733  0.213
H: -5.14469 -0.03587 0.45104  0.223
H: -4.23703 1.29471 -0.28954  0.212
H: -2.06105 0.65298 2.80216  0.226
H: -3.80468 0.90258 2.82734  0.207
H: -2.75256 1.95546 1.84239  0.202
H: 2.64495 -2.50486 -0.49367  0.208
H: 1.70658 -3.87299 0.04322  0.216
H: 1.64354 -3.42471 -1.62386  0.202
H: -2.10595 -1.45442 -1.11877  0.198
H: -2.85484 -2.66595 -0.16672  0.217
H: 0.27938 -1.37352 -2.27239  0.216
H: -0.26817 -0.24378 -1.07066  0.221
H: -0.79484 -3.53101 -0.99689  0.202
H: -0.74976 -3.40121 0.78769  0.211
H: 0.85562 -1.53731 0.68790  0.225
H: 0.20665 3.81759 -0.25049  0.278
H: 0.22369 2.72822 -1.58923  0.269
H: -1.02135 2.54167 -0.24187  0.274

Summary:
E_LUMO = -0.1733 eV
E = -41646.77881 eV
Gap between HOMO and LUMO = 8.52 eV

3.
# C12H25AlBrF4NOP

C12H25AlBrF4NOP as an isolated structure (ωB97M-V with the def2-TZVPD basis set, OMol25).

Each line ends with the natural charge from an NBO analysis.
CARTESIAN COORDINATES (ANGSTROEM)
C: -3.67493 0.88768 -0.68355  -0.611
C: -3.73321 -0.49995 -1.35087  -0.411
C: -2.37428 -1.01815 -1.86178  -0.391
C: -2.01598 -2.44078 -1.41751  -0.400
C: -2.01318 -2.71879 0.09345  -0.406
C: -0.68500 -2.58054 0.88485  -0.400
C: 0.62186 -2.62884 0.08641  -0.405
C: 1.19338 -1.30156 -0.49381  -0.772
P: 0.31174 0.21763 0.06603  0.733
Br: 0.60348 1.58709 -1.68507  -0.230
C: 1.51261 0.88170 1.33855  -0.853
C: 1.94415 2.32016 1.14161  0.707
O: 2.88491 2.60003 0.45441  -0.543
N: 1.19457 3.34549 1.76779  -0.480
C: 0.65550 4.33657 0.83784  -0.412
C: 0.23283 2.97160 2.79191  -0.417
H: -3.82545 0.83048 0.39679  0.200
H: -2.70565 1.36283 -0.84977  0.218
H: -4.43890 1.55951 -1.08005  0.198
H: -4.41753 -0.44060 -2.20126  0.196
H: -4.18038 -1.22129 -0.66266  0.193
H: -1.58068 -0.31930 -1.59051  0.209
H: -2.39618 -1.02914 -2.95561  0.200
H: -2.75090 -3.11132 -1.87797  0.193
H: -1.05484 -2.71006 -1.86301  0.208
H: -2.76122 -2.08417 0.57788  0.200
H: -2.36772 -3.74305 0.23796  0.197
H: -0.65816 -3.40382 1.60417  0.203
H: -0.72174 -1.67507 1.49762  0.197
H: 0.50680 -3.34344 -0.73228  0.205
H: 1.39648 -3.05527 0.72626  0.218
H: 1.17897 -1.29842 -1.58548  0.253
H: 2.24876 -1.25423 -0.22210  0.289
H: 2.41439 0.26521 1.33060  0.291
H: 0.99429 0.74261 2.28808  0.230
H: 0.64030 5.32265 1.31022  0.186
H: -0.36155 4.07607 0.51853  0.177
H: 1.30089 4.39354 -0.03531  0.238
H: -0.58334 2.33256 2.42390  0.180
H: 0.73147 2.47087 3.62253  0.202
H: -0.21757 3.88650 3.18127  0.202
F: 4.47538 -0.41626 -2.53735  -0.785
Al: 5.40478 -0.89150 -1.20985  2.156
F: 4.42184 -0.81009 0.18190  -0.793
F: 6.75595 0.10131 -1.04403  -0.782
F: 5.89304 -2.49643 -1.42072  -0.787

Summary:
E_LUMO = 2.5594 eV
E = -113196.85181 eV
Gap between HOMO and LUMO = 8.82 eV
Total charge = -1

Q: Which of these has the highest gap between HOMO and LUMO?
A: C12H25AlBrF4NOP

Q: Among the records above, which one has the highest gap between HOMO and LUMO?
A: C12H25AlBrF4NOP